1.
Density functional theory data (ωB97M-V with the def2-TZVPD basis set) for a structure of composition IZn.

Geometry as XYZ:
```
2
Properties=species:S:1:pos:R:3:nbo_charge:R:1
I 0.342 1.191 -0.339 -0.19
Zn -0.342 -1.191 0.339 1.19
```

Summary:
Gap between HOMO and LUMO   6.48 eV
Net charge   +1
Spin multiplicity   1
Relative energy (zero: lowest compared OMol25 entry of this formula, charge and spin)   17.2 kJ/mol

2.
Density functional theory data (ωB97M-V with the def2-TZVPD basis set) for a structure of composition IZn3.

Geometry as XYZ:
```
4
Properties=species:S:1:pos:R:3:nbo_charge:R:1
I -0.001 0.155 0.415 -0.53
Zn -2.215 1.807 -0.121 1.85
Zn 2.054 0.694 -1.534 1.82
Zn 0.163 -2.656 1.241 1.87
```

Summary:
Gap between HOMO and LUMO   7.60 eV
Net charge   +5
Spin multiplicity   1

3.
Density functional theory data (ωB97M-V with the def2-TZVPD basis set) for a structure of composition InNO3.

Geometry as XYZ:
```
5
Properties=species:S:1:pos:R:3:nbo_charge:R:1
In 0.612 3.133 0.245 1.18
O -1.063 -1.444 0.388 0.15
O -0.367 0.421 -0.162 -0.08
O 0.975 -1.311 -0.359 0.07
N -0.157 -0.798 -0.112 0.67
```

Summary:
Gap between HOMO and LUMO   4.24 eV
Net charge   +2
Spin multiplicity   1
Relative energy (zero: lowest compared OMol25 entry of this formula, charge and spin)   117.8 kJ/mol

4.
Density functional theory data (ωB97M-V with the def2-TZVPD basis set) for a structure of composition N2O3S.

Geometry as XYZ:
```
6
Properties=species:S:1:pos:R:3:mulliken_spin:R:1
S 1.245 -0.301 -0.180 0.73
O -0.703 1.761 -1.122 0.41
O -0.478 -1.059 0.577 -0.02
O 2.308 -0.939 0.470 0.30
N -1.416 -0.317 0.652 0.03
N -0.335 1.262 0.022 0.55
```

Summary:
Gap between HOMO and LUMO (alpha / beta)   7.32 / 7.06 eV
Expectation value of S²   2.17
Net charge   0
Spin multiplicity   3
Relative energy (zero: lowest compared OMol25 entry of this formula, charge and spin)   304.8 kJ/mol

5.
Density functional theory data (ωB97M-V with the def2-TZVPD basis set) for a cluster of 2 separate species, N2O4S2 in total.

Geometry as XYZ:
```
8
Properties=species:S:1:pos:R:3:nbo_charge:R:1
S -0.276 -1.103 0.733 1.71
S -2.112 0.008 -0.323 1.73
O -0.934 -1.030 -0.846 -0.87
O -1.212 0.246 1.104 -0.86
O -0.860 -2.253 1.343 -0.86
O -2.093 1.240 -1.012 -0.86
N 1.083 3.108 -1.078 0.01
N 0.708 2.348 -0.336 -0.01
```

Summary:
Gap between HOMO and LUMO   10.40 eV
Net charge   0
Spin multiplicity   1
Relative energy (zero: lowest compared OMol25 entry of this formula, charge and spin)   0.0 kJ/mol
SMILES   O=[S@]12=[S@](=O)(O1)O2.N#N

6.
Density functional theory data (ωB97M-V with the def2-TZVPD basis set) for a structure of composition N2O6Rb2.

Geometry as XYZ:
```
10
Properties=species:S:1:pos:R:3:mulliken_spin:R:1
Rb 0.169 -1.777 1.229 0.13
Rb 4.466 0.595 3.042 0.91
O -1.172 -0.469 -1.686 0.00
O 0.674 2.132 1.048 0.00
O -2.677 -0.989 -3.021 0.00
O -3.015 -1.047 -0.954 0.00
O 1.744 0.545 1.838 -0.06
O 0.996 0.758 -0.364 -0.01
N 1.123 1.057 0.819 0.03
N -2.309 -0.805 -1.953 0.00
```

Summary:
Gap between HOMO and LUMO (alpha / beta)   2.87 / 5.91 eV
Expectation value of S²   0.75
Net charge   -1
Spin multiplicity   2

7.
Density functional theory data (ωB97M-V with the def2-TZVPD basis set) for a structure of composition N3O13SSr3.

Geometry as XYZ:
```
20
Properties=species:S:1:pos:R:3:nbo_charge:R:1
Sr 6.838 -6.745 0.914 0.80
Sr 0.604 -4.389 -5.066 1.28
Sr 1.680 2.406 2.886 1.85
S -2.609 2.872 -0.516 2.52
O -0.788 0.826 -5.097 -0.46
O -2.971 0.002 5.935 -0.46
O -1.001 0.700 6.136 -0.56
O -2.442 3.989 -1.456 -0.73
O 2.322 -1.877 1.076 -0.57
O 1.136 0.507 -4.623 -0.47
O -3.433 3.211 0.655 -0.72
O 1.888 -2.956 -0.664 -0.59
O 3.568 -3.533 0.587 -0.56
O -3.314 1.824 -1.137 -0.69
O -1.407 2.255 0.002 -0.85
O 0.526 2.400 -4.828 -0.41
O -1.606 -0.178 4.309 -0.54
N 2.609 -2.820 0.354 0.73
N -1.895 0.244 5.409 0.71
N 0.295 1.261 -4.876 0.74
```

Summary:
Gap between HOMO and LUMO   1.34 eV
Net charge   +1
Spin multiplicity   1

8.
Density functional theory data (ωB97M-V with the def2-TZVPD basis set) for a structure of composition N5O19SSr.

Geometry as XYZ:
```
26
Properties=species:S:1:pos:R:3:lowdin_charge:R:1
Sr -20.994 11.833 -22.094 1.61
S -21.686 15.099 -20.935 -0.04
O -17.397 10.646 -20.777 -0.05
O -22.845 14.676 -21.594 -0.39
O -20.305 12.026 -24.476 -0.21
O -20.793 13.974 -20.988 -0.54
O -18.716 12.332 -25.851 -0.10
O -23.182 11.391 -20.988 -0.14
O -25.121 11.881 -20.356 -0.05
O -23.729 12.228 -25.434 -0.08
O -24.981 13.655 -24.384 -0.13
O -17.621 10.631 -22.847 -0.03
O -20.965 11.196 -19.299 -0.07
O -21.995 15.302 -19.531 -0.44
O -21.182 16.183 -21.671 -0.43
O -18.593 12.118 -21.603 -0.18
O -24.687 9.966 -20.890 -0.09
O -21.717 12.775 -18.050 -0.03
O -20.791 11.843 -26.541 -0.07
O -23.021 12.955 -23.540 -0.16
O -21.233 10.911 -17.260 -0.15
N -21.311 11.622 -18.244 -0.69
N -24.338 11.100 -20.880 -0.68
N -23.984 12.852 -24.441 -0.57
N -17.901 11.062 -21.774 -0.69
N -19.952 12.160 -25.691 -0.59
```

Summary:
Gap between HOMO and LUMO   3.31 eV
Net charge   -5
Spin multiplicity   1

9.
Density functional theory data (ωB97M-V with the def2-TZVPD basis set) for the ion NO4P with charge -2.

Geometry as XYZ:
```
6
Properties=species:S:1:pos:R:3:nbo_charge:R:1
P 0.159 -0.274 -0.472 2.34
O 0.603 0.540 -1.651 -1.25
O -1.046 -1.253 -0.768 -1.24
O -0.712 0.787 1.864 -0.41
O 1.325 -0.875 0.314 -1.24
N -0.329 1.075 0.712 -0.20
```

Summary:
Gap between HOMO and LUMO (alpha / beta)   6.79 / 6.78 eV
Net charge   -2
Spin multiplicity   1
Relative energy (zero: lowest compared OMol25 entry of this formula, charge and spin)   12.5 kJ/mol
SMILES   O=NP(=O)([O-])[O-]

10.
Density functional theory data (ωB97M-V with the def2-TZVPD basis set) for the ion NO4S with charge -1.

Geometry as XYZ:
```
6
Properties=species:S:1:pos:R:3:nbo_charge:R:1
S -0.965 0.709 0.631 1.63
O 0.241 0.452 1.415 -0.95
O 1.738 -0.951 -1.031 -0.46
O -0.108 0.134 -1.068 -0.56
O -1.970 -0.315 0.606 -0.97
N 1.065 -0.029 -0.553 0.31
```

Summary:
Gap between HOMO and LUMO   8.45 eV
Net charge   -1
Spin multiplicity   1
Relative energy (zero: lowest compared OMol25 entry of this formula, charge and spin)   97.9 kJ/mol

11.
Density functional theory data (ωB97M-V with the def2-TZVPD basis set) for the molecule O2.

Geometry as XYZ:
```
2
Properties=species:S:1:pos:R:3:nbo_charge:R:1
O 0.313 0.451 -0.371 0.00
O -0.313 -0.451 0.371 0.00
```

Summary:
Gap between HOMO and LUMO   7.81 eV
Net charge   0
Spin multiplicity   1
Relative energy (zero: lowest compared OMol25 entry of this formula, charge and spin)   51.5 kJ/mol
SMILES   O=O

12.
Density functional theory data (ωB97M-V with the def2-TZVPD basis set) for the molecule O3P2.

Geometry as XYZ:
```
5
Properties=species:S:1:pos:R:3:nbo_charge:R:1
P 1.655 -0.461 0.051 1.59
P -1.539 0.171 0.479 1.59
O -2.438 -0.295 -0.535 -0.99
O 0.023 -0.235 0.139 -1.20
O 2.300 0.820 -0.134 -0.99
```

Summary:
Gap between HOMO and LUMO   10.01 eV
Net charge   0
Spin multiplicity   1
Relative energy (zero: lowest compared OMol25 entry of this formula, charge and spin)   0.3 kJ/mol
SMILES   O=POP=O